# 1
C42H118N8O18 | ωB97M-V with the def2-TZVPD basis set

Properties
Spin multiplicity   1
ΔE to the lowest compared entry with this formula, charge and spin   316.25 kJ/mol
Kohn-Sham gap   8.86 eV
LUMO   0.2 eV
Max |F|   0.0544 hartree/bohr

Last column: Mulliken charge in e.
Positions of all 186 atoms, in Å:
C  1.45  -0.21  2.92  -1.336
C  1.82  0.23  1.43  0.109
C  0.67  -0.15  0.44  -0.102
O  0.66  -1.55  0.23  1.231
C  -0.32  -2.14  -0.65  0.081
N  2.04  1.68  1.48  0.517
H  0.71  0.44  3.38  -0.375
H  2.28  -0.13  3.62  0.241
H  1.04  -1.22  2.91  0.433
H  2.72  -0.26  1.06  0.794
H  1.00  0.15  -0.55  0.210
H  -0.32  0.29  0.62  -0.375
H  -0.27  -3.23  -0.65  -0.902
H  -0.19  -1.88  -1.70  0.232
H  -1.33  -1.82  -0.39  -0.190
H  2.44  1.95  0.59  -0.169
H  1.15  2.16  1.35  -0.300
C  -2.45  -0.62  -8.83  -1.405
C  -1.24  -0.15  -7.95  0.681
C  -0.96  -1.17  -6.78  -0.903
O  0.14  -0.83  -5.98  -0.132
C  0.65  -1.89  -5.27  -0.510
N  -0.04  0.05  -8.78  -0.734
H  -2.13  -1.60  -9.19  0.372
H  -2.55  0.09  -9.65  0.363
H  -3.40  -0.81  -8.32  0.332
H  -1.45  0.80  -7.46  0.096
H  -0.86  -2.11  -7.33  0.578
H  -1.86  -1.28  -6.17  0.140
H  0.86  -2.73  -5.93  0.419
H  0.04  -2.29  -4.46  -0.114
H  1.57  -1.60  -4.76  0.347
H  -0.05  0.92  -9.28  0.295
H  0.82  0.03  -8.25  0.256
C  0.82  3.07  -2.37  -0.344
C  -0.02  3.93  -3.31  0.305
C  -0.19  3.27  -4.69  -0.298
O  0.97  3.59  -5.42  -0.484
C  1.23  2.70  -6.43  -0.549
N  -1.25  4.10  -2.62  -0.423
H  0.37  2.09  -2.22  -0.382
H  0.78  3.53  -1.38  -0.338
H  1.90  3.04  -2.51  0.660
H  0.58  4.84  -3.38  0.528
H  -1.06  3.66  -5.22  0.479
H  -0.52  2.23  -4.63  0.007
H  0.39  2.72  -7.12  0.247
H  1.35  1.78  -5.86  0.197
H  2.18  2.89  -6.94  0.356
H  -1.88  4.54  -3.27  0.409
H  -1.60  3.16  -2.48  -0.192
C  0.20  -0.03  6.87  -0.969
C  0.42  -1.50  7.05  0.836
C  1.74  -1.75  7.78  -0.931
O  2.87  -1.22  7.14  -0.316
C  3.15  -1.85  5.84  -0.553
N  -0.65  -2.06  7.80  -0.794
H  0.78  0.46  6.08  -0.094
H  0.50  0.50  7.77  0.300
H  -0.85  0.18  6.65  0.462
H  0.48  -1.98  6.07  0.158
H  2.02  -2.81  7.81  0.318
H  1.73  -1.29  8.77  0.339
H  2.32  -1.75  5.14  0.106
H  3.47  -2.89  5.93  0.386
H  3.92  -1.24  5.36  0.286
H  -1.54  -1.89  7.36  0.262
H  -0.73  -3.07  7.78  0.270
C  2.47  5.87  4.48  -1.456
C  3.21  4.62  4.08  0.270
C  2.90  3.36  4.92  -0.124
O  3.41  3.55  6.29  -0.465
C  3.02  2.50  7.21  -0.469
N  3.02  4.38  2.65  -0.326
H  1.39  5.78  4.31  0.225
H  2.89  6.69  3.89  0.378
H  2.66  6.11  5.52  0.399
H  4.27  4.86  4.23  0.242
H  3.18  2.40  4.49  0.389
H  1.81  3.34  4.96  0.022
H  3.00  1.58  6.62  0.070
H  1.97  2.56  7.50  0.271
H  3.71  2.54  8.05  0.317
H  3.21  3.39  2.58  0.111
H  2.07  4.41  2.31  0.087
C  -2.81  4.13  0.71  -1.318
C  -1.62  3.50  1.62  0.418
C  -2.07  2.36  2.57  1.012
O  -2.82  2.92  3.64  -0.501
C  -2.03  3.53  4.66  -0.651
N  -0.63  3.05  0.63  0.026
H  -3.54  4.66  1.33  0.426
H  -3.39  3.37  0.17  0.050
H  -2.41  4.84  -0.01  0.503
H  -1.26  4.35  2.20  0.269
H  -1.21  1.77  2.89  -0.433
H  -2.76  1.72  2.02  -0.483
H  -1.59  4.50  4.42  0.260
H  -1.14  2.92  4.83  0.179
H  -2.61  3.76  5.56  0.341
H  -0.84  3.70  -0.11  0.142
H  -0.98  2.17  0.29  -0.638
C  -7.75  -0.22  1.52  -1.611
C  -6.35  0.34  1.79  0.631
C  -5.36  -0.63  1.22  -0.931
O  -4.03  -0.23  1.31  0.126
C  -3.17  -1.30  1.76  -0.794
N  -6.27  1.68  1.11  -0.613
H  -7.85  -0.32  0.44  0.362
H  -8.57  0.37  1.93  0.367
H  -8.01  -1.21  1.88  0.408
H  -6.27  0.47  2.87  0.276
H  -5.40  -0.72  0.14  0.151
H  -5.59  -1.62  1.60  0.456
H  -3.45  -1.53  2.79  0.637
H  -2.11  -1.05  1.80  -0.100
H  -3.25  -2.14  1.06  0.254
H  -5.28  1.64  0.91  0.017
H  -6.72  1.56  0.21  0.326
C  4.27  5.63  -2.03  -1.541
C  4.20  4.83  -0.72  1.372
C  4.95  3.47  -0.58  -0.899
O  4.10  2.51  -1.19  0.112
C  4.67  1.37  -1.62  -0.982
N  4.71  5.74  0.34  -0.784
H  3.87  5.09  -2.88  0.296
H  5.27  6.00  -2.26  0.364
H  3.56  6.44  -1.93  0.382
H  3.16  4.59  -0.51  -0.435
H  5.09  3.22  0.47  0.352
H  5.95  3.37  -1.00  0.434
H  3.85  0.74  -1.95  0.120
H  5.11  0.80  -0.80  0.373
H  5.31  1.52  -2.49  0.358
H  5.70  5.56  0.40  0.284
H  4.32  5.45  1.23  0.335
C  -1.65  -4.40  -3.49  0.553
C  -2.60  -5.61  -3.90  -0.782
O  -2.74  -5.66  -5.34  -0.537
O  -2.32  -3.14  -3.47  -0.297
H  -0.77  -4.36  -4.14  0.108
H  -1.30  -4.60  -2.47  -0.277
H  -3.53  -5.67  -3.35  0.329
H  -2.06  -6.49  -3.54  0.405
H  -2.66  -6.56  -5.67  0.310
H  -2.76  -2.98  -4.31  0.221
C  3.20  -6.45  -2.23  -0.312
C  1.67  -6.60  -2.10  -0.764
O  1.02  -5.38  -1.77  -0.186
O  3.51  -5.78  -3.48  -0.539
H  3.59  -7.47  -2.16  0.332
H  3.53  -5.85  -1.38  0.166
H  1.45  -7.32  -1.31  0.408
H  1.27  -7.05  -3.00  0.348
H  1.29  -4.65  -2.32  0.195
H  4.26  -5.22  -3.30  0.342
C  2.41  -4.99  1.35  -0.580
C  3.16  -3.66  1.24  0.289
O  3.15  -3.16  -0.08  -0.619
O  1.10  -4.83  0.95  -0.220
H  2.39  -5.33  2.39  0.414
H  2.88  -5.79  0.78  0.183
H  4.20  -3.74  1.54  0.515
H  2.69  -2.93  1.91  -0.332
H  2.54  -2.43  -0.11  0.202
H  1.13  -4.95  0.00  0.078
C  -3.01  0.90  -3.97  -0.112
C  -2.14  0.57  -2.80  0.173
O  -2.38  1.47  -1.72  0.203
O  -4.29  0.18  -3.85  -0.620
H  -2.54  0.54  -4.89  -0.317
H  -3.11  1.98  -3.98  0.353
H  -1.09  0.72  -3.06  -0.319
H  -2.14  -0.48  -2.52  0.312
H  -3.25  1.47  -1.33  -0.074
H  -4.84  0.51  -3.13  0.344
C  -1.81  -4.56  2.05  0.196
C  -2.41  -5.28  0.87  -0.068
O  -2.94  -6.54  1.22  -0.630
O  -2.87  -4.09  2.93  -0.508
H  -1.31  -3.65  1.70  -0.235
H  -1.15  -5.25  2.58  0.397
H  -1.68  -5.43  0.08  0.015
H  -3.18  -4.61  0.51  0.207
H  -2.27  -7.19  1.43  0.368
H  -3.31  -4.88  3.28  0.286

***

# 2
C31H42N4O3 | ωB97M-V with the def2-TZVPD basis set

Properties
Spin multiplicity   1
ΔE to the lowest compared entry with this formula, charge and spin   140.77 kJ/mol
Kohn-Sham gap   8.82 eV
LUMO   0.5 eV
Max |F|   0.0212 hartree/bohr

Last column: natural (NBO) charge in e.
Positions of all 80 atoms, in Å:
C  -5.52  -4.10  2.59  -0.600
C  -4.45  -3.06  2.30  -0.388
C  -3.46  -2.91  3.46  -0.386
C  -2.38  -1.88  3.15  -0.399
C  -1.42  -1.68  4.32  -0.394
C  -0.22  -0.79  3.99  -0.382
C  -0.58  0.69  3.79  -0.502
C  -1.47  0.99  2.60  0.696
O  -2.49  1.63  2.69  -0.620
N  -0.96  0.52  1.43  -0.648
C  -1.57  0.48  0.17  0.206
C  -2.92  0.70  -0.01  -0.238
C  -3.49  0.56  -1.28  -0.148
C  -4.95  0.77  -1.53  0.656
O  -5.53  0.21  -2.44  -0.629
N  -5.55  1.66  -0.70  -0.602
C  -6.96  1.92  -0.73  -0.224
C  -7.67  1.40  0.52  -0.398
C  -9.17  1.68  0.47  -0.605
C  -2.69  0.16  -2.34  -0.115
C  -1.34  -0.05  -2.17  -0.263
C  -0.75  0.12  -0.92  0.125
N  0.62  -0.09  -0.66  -0.475
C  1.33  -1.02  -1.51  -0.220
C  2.58  -1.50  -0.78  -0.413
C  3.49  -0.32  -0.40  0.253
C  2.67  0.73  0.36  -0.417
C  1.41  1.10  -0.41  -0.223
C  4.27  0.26  -1.59  -0.504
C  5.69  -0.02  -1.16  0.155
C  6.88  0.31  -1.93  -0.014
C  8.14  0.00  -1.43  -0.186
C  9.27  0.31  -2.15  -0.210
C  9.16  0.95  -3.38  -0.204
C  7.91  1.27  -3.88  -0.213
C  6.77  0.96  -3.16  -0.212
N  5.75  -0.61  -0.03  -0.074
O  4.52  -0.82  0.49  -0.361
H  -5.07  -5.07  2.77  0.199
H  -6.09  -3.81  3.48  0.199
H  -6.21  -4.18  1.75  0.209
H  -3.90  -3.35  1.39  0.195
H  -4.92  -2.09  2.10  0.195
H  -3.00  -3.88  3.66  0.191
H  -4.01  -2.61  4.35  0.194
H  -2.87  -0.93  2.91  0.204
H  -1.82  -2.20  2.26  0.192
H  -1.05  -2.66  4.63  0.203
H  -1.97  -1.25  5.16  0.199
H  0.28  -1.19  3.10  0.187
H  0.49  -0.85  4.81  0.215
H  -1.09  1.06  4.68  0.234
H  0.35  1.26  3.68  0.226
H  -0.06  0.05  1.44  0.415
H  -3.52  0.94  0.85  0.244
H  -5.01  2.08  0.04  0.398
H  -7.35  1.42  -1.63  0.233
H  -7.13  3.00  -0.83  0.187
H  -7.23  1.86  1.40  0.192
H  -7.50  0.32  0.59  0.204
H  -9.35  2.75  0.40  0.201
H  -9.66  1.30  1.36  0.212
H  -9.61  1.21  -0.40  0.206
H  -3.15  0.03  -3.31  0.228
H  -0.73  -0.34  -3.01  0.216
H  1.63  -0.55  -2.47  0.168
H  0.69  -1.87  -1.73  0.222
H  2.29  -2.00  0.14  0.221
H  3.14  -2.21  -1.39  0.217
H  2.40  0.29  1.33  0.213
H  3.28  1.61  0.55  0.219
H  1.70  1.58  -1.36  0.175
H  0.82  1.82  0.16  0.223
H  4.04  -0.25  -2.53  0.228
H  4.11  1.33  -1.72  0.228
H  8.21  -0.50  -0.47  0.232
H  10.25  0.06  -1.76  0.216
H  10.05  1.20  -3.94  0.215
H  7.82  1.77  -4.83  0.215
H  5.80  1.21  -3.56  0.208

***

# 3
C8H12O6Tm | ωB97M-V with the def2-TZVPD basis set

Properties
Net charge   +1
Spin multiplicity   3
<S²>   2.0014
Kohn-Sham gap (alpha / beta)   6.86 / 6.85 eV
LUMO (alpha / beta)   -3.2 / -4.3 eV
Max |F|   0.0486 hartree/bohr

Last column: Löwdin spin population.
Positions of all 27 atoms, in Å:
O  -2.63  -0.14  0.79  0.014
Tm  -4.35  3.45  1.81  1.860
O  -2.03  1.78  1.72  0.113
C  -1.78  0.63  1.41  0.009
O  -0.57  0.07  1.56  0.003
C  0.49  0.82  1.95  0.001
C  -2.21  -1.42  0.25  0.000
C  -3.39  -2.04  -0.45  0.000
H  -1.38  -1.25  -0.44  0.000
H  -1.86  -2.04  1.09  0.000
H  -3.72  -1.43  -1.29  0.000
H  -3.08  -3.02  -0.84  0.000
H  -4.23  -2.20  0.24  0.000
C  1.71  0.14  1.91  0.000
H  2.54  0.59  2.45  0.000
H  1.66  -0.93  1.73  0.000
C  1.43  1.49  0.52  0.000
C  1.54  0.99  -0.90  0.000
O  2.71  0.18  -1.05  0.000
C  2.96  -0.30  -2.26  0.000
O  2.28  -0.13  -3.24  0.000
O  4.17  -0.85  -2.25  0.000
H  0.75  2.36  0.41  0.000
H  2.32  2.06  0.81  0.000
H  1.62  1.84  -1.59  0.000
H  0.66  0.41  -1.20  0.000
H  4.41  -1.09  -3.15  0.000